(1)
110
Properties=species:S:1:pos:R:3:forces:R:3:lowdin_charge:R:1 method="wB97M-V/def2-TZVPD" max_force_ev_per_a=2.0 relative_energy_kcal_mol=0.0 smiles="O=[N+]([O-])c1ccccc1.O=[N+]([O-])c1ccccc1.O=[N+]([O-])c1ccccc1.O=[N+]([O-])c1ccccc1.O=[N+]([O-])c1ccccc1.O=[N+]([O-])c1ccccc1.O=[N+]([O-])c1ccccc1.CN(C)C=O" e_tot_ha=-3305.9612
O 6.90307 -1.18880 7.31390 -0.1 0.0 -0.4 0.082
N 6.25675 -0.66389 8.19182 0.4 0.0 0.8 -0.360
O 6.67255 -0.49461 9.32273 -0.1 0.1 0.2 0.074
C 4.90898 -0.18907 7.91240 -0.7 -0.3 -0.6 -0.154
C 4.02674 0.16053 8.91893 -0.3 -0.1 0.6 -0.005
C 2.77592 0.62860 8.56221 -0.4 1.0 -0.6 -0.070
C 2.42008 0.81465 7.22624 0.0 -0.9 -0.3 -0.064
C 3.26631 0.35526 6.22177 0.3 0.4 0.6 -0.046
C 4.50300 -0.15847 6.59317 0.3 0.6 -0.9 0.000
H 4.22750 0.04065 9.97432 0.5 0.0 -0.1 0.120
H 2.06821 1.01374 9.28544 0.2 -0.4 0.3 0.106
H 1.43443 1.17914 6.96460 0.1 0.2 0.1 0.096
H 3.05332 0.48602 5.16947 -0.2 -0.2 0.0 0.092
H 5.19608 -0.40199 5.79850 0.1 -0.3 0.2 0.121
O -3.17620 -3.73673 -3.06901 -0.1 -0.1 -0.2 0.088
N -3.59961 -2.67100 -2.68103 0.4 0.4 0.6 -0.338
O -3.77734 -2.38284 -1.51015 -0.1 -0.1 0.0 0.062
C -3.85299 -1.60655 -3.65391 -0.6 0.3 -0.9 -0.149
C -3.59330 -1.85251 -4.99375 0.3 -0.4 0.8 0.003
C -3.87951 -0.89417 -5.95273 0.1 -0.4 -0.5 -0.072
C -4.42347 0.32192 -5.57687 -0.1 -0.2 1.1 -0.079
C -4.68616 0.53949 -4.21719 0.0 0.7 -1.1 -0.060
C -4.44249 -0.41614 -3.25945 -0.1 -0.2 0.6 -0.015
H -3.16216 -2.82574 -5.18981 0.0 0.1 -0.5 0.121
H -3.66195 -1.18084 -6.97474 -0.1 0.4 -0.1 0.113
H -4.69792 1.15069 -6.21370 0.2 -0.3 -0.5 0.109
H -5.07126 1.53577 -4.03322 -0.2 -0.3 0.7 0.113
H -4.74371 -0.28540 -2.22922 0.2 0.1 0.0 0.119
O 1.40016 -3.64731 3.19336 0.1 0.1 0.1 0.064
N 0.59891 -3.46519 4.09564 0.2 -0.2 -0.7 -0.344
O 0.87411 -3.43963 5.26925 0.0 0.1 0.3 0.098
C -0.79808 -3.29072 3.68502 -0.6 -0.6 0.2 -0.152
C -1.17830 -3.57045 2.38372 0.3 1.1 -0.8 -0.005
C -2.49603 -3.38120 1.99124 -0.1 -0.4 0.4 -0.076
C -3.43414 -2.98207 2.93615 0.0 0.0 0.2 -0.072
C -3.05791 -2.72368 4.25537 -0.2 -0.5 -1.5 -0.069
C -1.74088 -2.95287 4.63188 -0.9 0.7 1.1 -0.015
H -0.43738 -3.71441 1.60808 0.1 -0.4 0.3 0.104
H -2.77030 -3.56313 0.95960 -0.1 0.0 0.0 0.104
H -4.49111 -2.89402 2.70599 0.1 0.1 -0.3 0.108
H -3.86768 -2.34847 4.86317 0.5 -0.1 0.7 0.104
H -1.54969 -2.82464 5.68903 0.7 0.0 -0.2 0.123
O -2.91841 0.21514 5.26796 -0.7 -0.2 0.7 0.088
N -1.81666 0.60480 4.98049 0.5 -0.3 -1.3 -0.338
O -0.79042 -0.03274 5.10628 0.2 0.0 0.5 0.075
C -1.72162 1.85613 4.23652 -0.4 1.4 0.8 -0.156
C -0.50965 2.48920 4.08338 1.2 -0.5 -0.3 -0.013
C -0.40602 3.66554 3.36241 -0.3 0.5 0.3 -0.059
C -1.54749 4.28425 2.87446 -0.3 -0.3 -0.5 -0.063
C -2.77304 3.66208 3.06742 -0.5 -0.1 1.1 -0.065
C -2.87333 2.52380 3.85870 -0.2 -0.5 -1.0 -0.003
H 0.40209 2.05662 4.47922 -0.2 -0.2 0.0 0.112
H 0.55239 4.15416 3.25077 0.1 -0.1 0.0 0.112
H -1.49415 5.21255 2.32183 0.1 0.0 0.0 0.108
H -3.74342 4.04120 2.77469 0.3 0.5 -0.4 0.107
H -3.86291 2.12771 4.03307 0.1 -0.3 0.2 0.119
O -0.47145 -6.19816 -1.50118 0.0 -0.2 -0.1 0.081
N 0.23019 -5.73814 -0.62282 -0.8 0.1 0.1 -0.354
O 0.42235 -6.26337 0.45422 0.3 0.0 0.0 0.082
C 0.81509 -4.42115 -0.87665 1.2 0.1 -0.8 -0.162
C 1.97802 -4.08326 -0.21144 0.0 -0.1 1.6 -0.012
C 2.62781 -2.88310 -0.44763 -1.1 -0.2 -0.8 -0.042
C 2.10889 -2.08716 -1.46775 0.7 0.7 0.9 -0.077
C 0.96450 -2.43118 -2.16323 0.0 0.1 -0.2 -0.064
C 0.33476 -3.63489 -1.91253 -0.6 -0.3 0.3 0.004
H 2.28714 -4.68164 0.63876 0.0 -0.2 -0.2 0.119
H 3.42484 -2.53485 0.19051 0.2 -0.2 -0.1 0.113
H 2.59519 -1.12586 -1.60156 -0.3 0.0 -0.4 0.088
H 0.55399 -1.72264 -2.87155 0.0 -0.1 -0.1 0.107
H -0.55443 -3.96786 -2.43279 0.0 0.1 -0.1 0.105
O 1.73816 0.11470 2.87258 0.3 -0.4 0.5 0.067
N 1.83391 0.45505 1.71443 -0.6 0.8 0.6 -0.340
O 2.81525 0.98413 1.23409 0.1 -0.3 -0.4 0.077
C 0.60309 0.33055 0.93438 -0.2 0.0 -1.0 -0.146
C 0.62375 0.71769 -0.38701 0.2 1.7 -1.1 -0.022
C -0.51932 0.67749 -1.18064 -0.6 -0.9 1.3 -0.047
C -1.62890 0.01799 -0.64379 0.3 0.3 -0.6 -0.054
C -1.61717 -0.46391 0.65927 -0.6 1.1 0.0 -0.049
C -0.55680 -0.16829 1.49443 0.6 -1.7 0.3 0.005
H 1.46445 1.26130 -0.80216 0.3 -0.4 0.2 0.102
H -0.61092 1.13084 -2.15491 0.5 -0.1 -0.1 0.094
H -2.48995 -0.08678 -1.28942 -0.2 -0.2 0.2 0.077
H -2.51069 -0.88576 1.09542 0.0 -0.2 -0.1 0.099
H -0.54099 -0.59511 2.49057 0.0 0.4 0.1 0.106
O -2.91881 4.69780 -9.35431 0.1 -0.2 0.1 0.080
N -2.52497 5.20725 -8.32385 -0.4 0.4 -0.4 -0.354
O -2.57468 6.40238 -8.10058 0.2 -0.2 0.2 0.080
C -1.98497 4.32904 -7.28743 -0.2 0.0 0.4 -0.153
C -2.20522 2.96877 -7.36803 -0.2 -0.2 -0.2 -0.006
C -1.74644 2.14405 -6.35486 -0.3 0.2 0.1 -0.068
C -1.04915 2.69112 -5.28373 0.8 -0.1 -0.8 -0.056
C -0.73174 4.04650 -5.29542 -0.7 -0.5 0.9 -0.062
C -1.31821 4.89297 -6.21740 1.0 0.3 -0.3 0.000
H -2.76814 2.54373 -8.18752 0.1 0.2 -0.1 0.121
H -1.99389 1.09556 -6.42053 0.2 -0.1 0.2 0.089
H -0.59030 2.06044 -4.53570 -0.2 -0.1 0.1 0.093
H -0.11353 4.39267 -4.47682 0.0 0.4 -0.1 0.110
H -1.11222 5.95381 -6.19377 -0.2 0.0 0.0 0.122
C 5.13210 1.48093 -5.15199 -0.1 0.2 -0.2 -0.052
N 4.36590 1.54351 -3.92208 -0.1 0.1 0.4 -0.194
C 4.81825 0.76040 -2.79382 0.5 -0.8 0.1 -0.055
C 3.04406 1.82654 -3.95894 -0.3 -0.3 -0.3 -0.331
O 2.20728 1.35118 -3.20803 0.1 0.4 0.1 0.000
H 4.99493 2.37227 -5.76600 -0.1 0.1 0.2 0.088
H 4.81769 0.63698 -5.77178 0.2 -0.2 0.1 0.093
H 6.18313 1.40259 -4.89098 0.1 -0.1 -0.1 0.087
H 4.62066 -0.31215 -2.91316 -0.4 0.1 0.0 0.092
H 5.90262 0.79501 -2.67363 0.0 0.5 -0.2 0.089
H 4.36696 1.12084 -1.87448 -0.2 -0.1 0.0 0.089
H 2.76404 2.53880 -4.75219 0.1 -0.1 -0.1 0.137



(2)
13
Properties=species:S:1:pos:R:3:forces:R:3:lowdin_charge:R:1 method="wB97M-V/def2-TZVPD" max_force_ev_per_a=0.7 relative_energy_kcal_mol=16.7 e_tot_ha=-319.9232
H 1.12994 -1.09666 0.97354 -0.1 0.0 -0.1 0.053
N 1.34970 -0.10233 0.92995 0.1 0.1 0.2 0.045
C 1.72745 0.25070 -0.22642 0.1 0.0 -0.2 -0.388
N 1.86769 -0.53508 -1.34506 -0.2 0.3 -0.4 0.077
H 2.01450 1.29244 -0.37573 0.0 0.0 -0.1 0.111
H 1.85836 -0.02860 -2.22462 0.1 -0.2 0.3 0.087
H 1.27993 -1.35603 -1.37461 0.0 -0.1 0.1 0.088
N -1.55643 0.68000 1.13237 -0.4 -0.2 -0.6 0.115
C -2.18265 -0.19430 0.29958 0.2 -0.1 -0.1 -0.424
O -1.61895 -1.04370 -0.35993 0.1 -0.1 0.1 -0.016
H -0.54340 0.68073 1.02537 0.0 0.2 0.4 0.043
H -2.05130 1.54683 1.27640 0.2 0.0 0.3 0.091
H -3.27484 -0.09401 0.26915 -0.2 0.1 0.1 0.118



(3)
19
Properties=species:S:1:pos:R:3:forces:R:3:lowdin_spin:R:1 method="wB97M-V/def2-TZVPD" charge=-1 max_force_ev_per_a=4.8 relative_energy_kcal_mol=0.0 multiplicity=3 e_tot_ha=-932.8711
C 1.93193 -1.23748 1.19451 1.8 -0.7 2.3 0.091
C 0.96742 -0.26549 1.16555 -0.5 -0.9 -0.7 0.147
C 1.87722 -2.21919 0.19432 -0.3 -0.4 -0.6 0.328
C 0.05626 -0.48799 0.12658 -2.1 0.8 -0.8 0.207
C -3.26343 0.88033 -1.30808 -1.9 4.0 1.6 0.336
C -2.24996 0.08655 -1.01404 2.8 -3.8 0.6 0.152
C 2.85690 1.38905 -0.25975 1.0 -0.2 3.6 0.012
C -1.21738 0.20249 -0.02687 0.1 1.6 0.2 0.323
O 2.42926 0.95838 -1.23733 0.2 0.6 -0.6 0.006
O 3.30489 1.71905 0.80288 -0.9 -0.1 -3.1 0.012
O -1.36098 1.32365 0.89623 2.0 -3.3 0.1 0.053
S 0.54124 -1.86279 -0.85862 -0.6 -0.1 -0.4 0.233
H 2.59894 -1.39286 2.08253 -0.4 0.5 -1.0 0.004
H 0.75044 0.54272 1.80796 0.3 0.5 1.0 0.008
H 2.38332 -3.19073 0.05767 -0.2 0.9 0.4 0.021
H -4.08012 0.63725 -1.94972 -0.2 -0.1 -0.3 0.033
H -3.36885 1.80604 -0.64657 -0.3 -1.0 -1.2 0.027
H -2.31129 -0.88974 -1.53356 0.8 0.4 0.2 0.005
H -1.84581 2.00078 0.50631 -1.5 1.6 -1.3 0.004



(4)
19
Properties=species:S:1:pos:R:3:forces:R:3:lowdin_charge:R:1 method="wB97M-V/def2-TZVPD" charge=+1 max_force_ev_per_a=4.5 relative_energy_kcal_mol=58.9 smiles=Cc1cn(C)c(ON)[nH+]1 e_tot_ha=-435.7082
C -2.73799 -1.12171 -0.09926 1.5 1.0 3.1 0.014
C -1.43584 -0.37549 0.03809 -0.3 1.5 -0.4 -0.242
C -1.12734 0.95684 0.08987 -0.6 -1.2 -0.2 0.043
N 0.26022 1.05982 -0.07414 -2.0 -1.8 0.6 -0.069
C 0.94574 2.29116 -0.03547 0.6 0.6 -4.2 0.025
C 0.76012 -0.15256 -0.11541 1.6 -1.2 1.0 -0.252
O 2.11104 -0.22476 -0.02200 -0.5 -1.0 -0.1 -0.024
N 2.66155 -1.57445 0.01000 -1.2 -0.3 2.5 0.110
N -0.23444 -1.07952 -0.03368 0.1 4.4 -0.9 0.233
H -2.70323 -1.67483 -0.96565 -0.2 -1.0 -2.3 0.056
H -2.63040 -1.91293 0.71151 -1.4 1.1 -0.5 0.120
H -3.54663 -0.36051 -0.11023 0.2 -1.1 0.5 0.114
H -1.77001 1.81158 0.29569 0.4 -0.2 -0.5 0.151
H 0.93685 2.63212 0.92988 -0.3 1.4 2.3 0.077
H 2.01755 2.08423 -0.29741 -1.1 0.7 -0.2 0.124
H 0.32941 2.91229 -0.82651 1.9 -0.5 1.8 0.164
H 3.37910 -1.56784 -0.66491 1.0 0.3 -1.0 0.078
H 3.12161 -1.70881 0.96846 -0.9 0.7 -1.7 0.144
H -0.33732 -1.99464 0.20120 1.2 -3.4 0.4 0.136



(5)
30
Properties=species:S:1:pos:R:3:forces:R:3:lowdin_charge:R:1 method="wB97M-V/def2-TZVPD" charge=+1 max_force_ev_per_a=3.4 relative_energy_kcal_mol=39.8 smiles=CCCc1oc(N)c(O)[n+]1CCC e_tot_ha=-612.8297
C -1.37219 -0.58440 3.63947 1.8 0.7 0.1 -0.093
C -1.53806 -0.58544 2.11138 0.8 -1.4 1.1 -0.228
C -0.29625 -1.19692 1.41746 -0.6 -0.8 0.2 -0.087
C -0.48581 -1.02419 -0.04877 2.6 0.9 0.5 -0.202
O -0.69200 -2.13629 -0.74770 -0.1 0.7 -0.1 0.198
C -0.43969 -1.84845 -2.04234 -0.1 0.2 -2.4 -0.270
N -0.63717 -2.75813 -3.05330 -1.1 -1.9 -1.7 0.131
C -0.06328 -0.54608 -2.15625 -0.7 -0.7 1.1 -0.230
O 0.16553 0.27785 -3.15927 0.5 0.8 -0.9 0.148
N -0.08144 -0.02155 -0.84413 -0.8 -2.5 -1.0 0.094
C 0.31006 1.31975 -0.58243 1.6 2.7 1.1 -0.110
C 1.84764 1.77557 -0.75470 1.6 -1.8 -1.6 -0.218
C 2.04103 2.92224 0.21293 -1.2 0.1 -0.5 -0.135
H -1.28246 -1.61402 4.00909 0.5 0.2 -0.2 0.083
H -0.50006 0.08437 4.01990 -1.3 -1.4 -0.8 0.114
H -2.22784 -0.23538 4.14869 -1.2 0.7 0.3 0.050
H -1.66869 0.35558 1.64573 -0.4 1.3 0.1 0.085
H -2.41698 -1.18790 1.86691 0.1 0.0 -0.1 0.123
H -0.28820 -2.30233 1.45609 -0.1 0.4 0.6 0.139
H 0.68009 -0.89053 1.88417 -0.9 0.3 -0.9 0.155
H -1.06131 -2.51753 -4.00883 0.9 0.0 2.4 0.151
H -0.76401 -3.79778 -2.88824 0.4 2.1 0.2 0.146
H -0.11794 0.01812 -4.05442 0.0 -0.3 0.7 0.155
H -0.22725 1.98408 -1.25131 -0.4 -0.1 -0.1 0.134
H 0.05700 1.66470 0.46252 0.0 -1.0 -1.0 0.141
H 2.20944 2.18977 -1.82806 -1.6 -1.1 2.2 0.154
H 2.59873 0.88438 -0.62722 -1.5 1.5 0.2 0.135
H 1.96652 2.70252 1.28294 -0.3 -0.1 -0.3 0.088
H 1.32641 3.68049 -0.15056 -0.1 -0.1 0.8 0.095
H 2.95817 3.38749 0.04025 1.8 0.6 -0.1 0.054



(6)
68
Properties=species:S:1:pos:R:3:forces:R:3:lowdin_charge:R:1 method="wB97M-V/def2-TZVPD" charge=+1 max_force_ev_per_a=3.0 relative_energy_kcal_mol=38.6 e_tot_ha=-1385.7466
C -1.98371 -4.10652 -1.20737 0.1 0.1 0.1 -0.012
O -1.68569 -2.75400 -0.78158 -0.4 0.2 -0.1 -0.041
C -1.78475 -2.50178 0.53475 0.3 -1.9 1.2 -0.453
O -1.81201 -3.38224 1.38428 -0.1 1.0 -1.1 0.086
C -1.92739 -1.05256 0.91319 0.5 -0.1 -0.1 -0.170
C -3.37845 -0.89072 1.42059 -0.5 0.0 -0.4 -0.096
C -3.30857 -0.43690 2.87307 0.2 0.1 0.5 -0.130
C -1.82016 -0.28544 3.21200 -0.2 0.5 0.7 -0.154
N -1.08313 -0.72798 2.04955 -1.0 0.9 -0.9 -0.056
C 0.28303 -0.72719 2.06830 1.5 -1.7 -0.1 -0.201
C 1.09661 -1.64232 1.42008 -1.8 1.8 0.1 -0.044
C 2.36932 -2.05297 2.04007 1.4 0.0 -0.5 -0.227
C 3.05089 -1.10017 3.03895 0.0 -0.2 0.1 -0.174
C 2.42792 0.28956 3.05232 0.0 0.0 -0.3 -0.189
C 0.89408 0.22444 3.07428 0.4 -0.3 0.9 -0.134
H -2.65357 -4.04063 -2.06944 0.2 0.1 0.2 0.101
H -1.05010 -4.60197 -1.49115 -0.2 0.0 0.1 0.085
H -2.46656 -4.63601 -0.38367 0.1 0.0 -0.2 0.088
H -1.69813 -0.44097 0.02297 -0.1 0.0 0.4 0.163
H -3.92331 -0.19207 0.78497 0.1 0.0 0.1 0.119
H -3.91951 -1.84303 1.38284 0.2 0.2 -0.2 0.121
H -3.81987 0.51272 3.04327 0.0 -0.1 -0.1 0.112
H -3.77069 -1.17637 3.53742 0.1 0.2 -0.2 0.116
H -1.58620 0.76276 3.46853 -0.1 -0.3 -0.1 0.116
H -1.55469 -0.88763 4.10038 0.0 0.1 -0.4 0.129
H 0.79290 -2.12740 0.47769 -0.1 0.0 0.8 0.086
H 2.24496 -3.00183 2.58577 -0.1 0.1 -0.2 0.103
H 3.06534 -2.27031 1.21726 0.0 0.2 0.4 0.076
H 2.97317 -1.55144 4.03613 0.0 0.2 -0.1 0.114
H 4.12445 -1.06514 2.80321 -0.3 0.2 0.2 0.111
H 2.79443 0.83281 3.93474 -0.2 0.0 -0.3 0.116
H 2.74516 0.85076 2.16731 0.0 -0.1 0.0 0.116
H 0.50343 1.24287 2.91909 -0.1 -0.4 0.0 0.129
H 0.60382 -0.08778 4.09355 -0.1 0.2 -0.3 0.124
C 6.19860 -2.12577 -3.01942 0.6 -0.2 -0.2 0.015
N 5.03354 -2.56590 -2.27033 0.2 -1.4 1.4 -0.055
C 5.02915 -3.35227 -1.15364 -0.1 1.6 -0.8 0.091
C 3.68350 -3.66117 -0.80268 -0.7 -0.6 0.3 -0.121
C 3.15932 -4.25284 0.35960 2.7 -1.0 -0.8 0.085
C 2.08228 -5.22359 0.41764 -1.7 -0.3 0.4 -0.196
C 0.96542 -4.93167 1.22855 0.1 0.2 0.1 -0.016
C -0.12807 -5.76833 1.28832 0.3 0.3 0.1 -0.044
C -0.12646 -6.99191 0.63734 0.1 0.2 0.0 -0.261
C -1.40030 -7.75740 0.76712 -0.3 -0.5 -0.1 -0.036
C 1.01803 -7.38189 -0.07674 -0.3 0.1 0.2 -0.015
C 2.08926 -6.50253 -0.21502 0.5 0.8 -0.4 -0.001
C 2.85932 -3.03615 -1.83533 0.2 0.1 -0.6 -0.098
C 1.48937 -2.87400 -1.96339 -0.4 0.3 -0.4 -0.005
C 1.01593 -1.93318 -2.89075 0.2 -0.3 0.4 -0.036
C 1.90257 -1.18392 -3.68146 0.3 -0.3 -0.1 -0.049
C 3.28529 -1.39210 -3.62213 -0.4 -0.2 0.0 0.012
C 3.72607 -2.32801 -2.69543 -0.6 0.1 0.7 -0.160
H 5.97529 -1.19590 -3.55449 0.0 -0.2 0.3 0.093
H 7.03740 -1.96189 -2.33450 -0.2 0.0 -0.2 0.106
H 6.48006 -2.88381 -3.76759 -0.1 0.2 0.3 0.116
H 5.95791 -3.66069 -0.67345 -0.3 0.1 -0.2 0.156
H 3.77973 -4.17155 1.27309 -0.4 -0.1 -0.5 0.150
H 0.91337 -3.99719 1.77193 -0.1 -0.2 -0.2 0.083
H -1.01626 -5.43698 1.82604 0.4 -0.2 -0.1 0.116
H -1.36396 -8.72244 0.26159 -0.1 0.0 0.0 0.083
H -1.63646 -7.92171 1.82739 0.1 0.0 -0.3 0.097
H -2.23217 -7.16099 0.36137 0.2 -0.3 0.0 0.087
H 1.04536 -8.38009 -0.52192 0.1 0.4 0.0 0.122
H 2.97332 -6.78711 -0.79410 -0.4 0.0 0.2 0.120
H 0.82152 -3.46736 -1.34140 0.0 0.3 -0.2 0.091
H -0.06052 -1.77552 -2.98174 0.4 0.0 0.0 0.113
H 1.50847 -0.43954 -4.36568 0.0 -0.1 0.1 0.113
H 3.99592 -0.86527 -4.25476 -0.4 0.1 0.1 0.112